[1]
Computed, not measured: a molecular structure, C27H58BIN2O15S3Si2 in a non-equilibrium geometry, with ωB97M-V with the def2-TZVPD basis set.

Cartesian coordinates (Å):
I 8.4739 -0.5225 -2.6806
S 6.1247 -3.3236 -3.2288
S 3.7865 -4.5675 0.2530
S 2.2412 -5.3322 -2.2316
Si 9.7606 -2.6061 -3.2017
Si 7.7749 -4.6831 -2.9564
O -3.4229 -0.5686 -0.8948
O 9.1843 -3.9578 -2.3212
O -6.1889 -1.4841 4.6848
O 0.4209 5.6656 -4.0600
O -1.0840 7.1456 -4.5054
O 3.3024 -0.2440 -2.3127
O -1.6135 5.4510 -3.1072
O -1.7025 0.8219 -0.4443
O -12.6970 4.6558 8.9111
O -10.8924 3.3300 9.1973
O -3.8189 1.2211 0.2423
O -8.0044 -0.1727 4.3964
O -6.4858 -0.1802 2.8632
O -11.1933 4.6177 7.3650
O 12.3114 -3.3996 -2.1329
N 3.0453 -2.7723 -1.7102
N 6.8905 -6.6032 -4.6971
C -2.5013 8.4626 -3.0315
C -3.3911 2.4530 0.8420
C -13.2104 4.1520 10.1437
C 0.8402 4.5154 -3.3243
C -5.2465 -0.6594 2.3187
C -2.5142 -1.3628 -1.6534
C -0.8408 6.0267 -3.8235
C 2.6018 -0.4072 -1.0770
C 8.0279 -5.6121 -4.5962
C -6.8237 -0.6901 4.0464
C 12.2866 -0.8029 -2.4839
C -8.5237 -0.6942 5.6193
C -10.1578 2.7508 6.1993
C 5.7216 -5.9548 -1.2719
C -11.5258 4.1239 8.5573
C 13.4612 -0.7264 -1.4328
C -9.9656 4.1198 6.8196
C 2.9910 -4.1388 -1.3549
C -3.2499 3.5455 -0.1982
C 2.2460 -1.9239 -0.8239
C 7.2410 -6.0060 -1.6633
C 5.5579 -4.8920 -0.1355
C 2.6600 -2.5212 -3.0984
C -2.3968 7.6924 -4.3326
C -5.4235 -2.0231 1.6816
C -2.8622 0.5207 -0.3669
C 2.5839 -0.9496 -3.3086
B 11.6114 -2.2578 -2.5585
H 7.5387 -7.0242 -1.9801
H 13.2201 -1.3323 -0.5350
H 6.7258 -6.8394 -5.6677
H -2.3833 7.8003 -2.1732
H 13.6622 0.3049 -1.0997
H -3.0200 -2.2906 -1.9111
H 1.1804 -2.0514 -1.1308
H 6.1030 -5.3024 0.7378
H 1.8189 4.2271 -3.7010
H -2.2452 -0.8438 -2.5737
H -2.4644 2.3081 1.3989
H 1.5142 -0.6540 -3.2017
H 12.6385 -0.4902 -3.4938
H 3.2714 0.0030 -0.3020
H 9.7909 -2.8458 -4.6635
H 7.8251 -5.8056 -0.7340
H -13.5241 3.1151 10.0221
H -10.9714 2.7711 5.4718
H 0.9289 4.7607 -2.2658
H 7.9309 -4.9535 -5.4899
H 0.1521 3.6829 -3.4656
H 5.4506 -6.9486 -0.8567
H 1.6801 0.2175 -1.0477
H -1.6220 -1.6009 -1.0750
H -2.4543 3.3133 -0.9063
H -4.5045 -2.3364 1.1851
H 2.9880 -0.7002 -4.3006
H -8.8269 -1.7326 5.4848
H 11.5534 -0.0389 -2.1564
H -9.2445 2.4227 5.7007
H -2.5599 8.3664 -5.1730
H -7.7965 -0.6119 6.4262
H -4.4688 -0.6741 3.0851
H -9.1837 4.1086 7.5801
H -3.4705 8.9570 -2.9547
H -12.4746 4.2359 10.9423
H 3.4373 -2.9018 -3.7785
H -3.0203 4.5005 0.2752
H 13.2605 -3.2560 -2.1537
H -14.0786 4.7533 10.4042
H 5.0423 -5.7937 -2.1233
H -3.1513 6.9071 -4.3951
H 6.0890 -3.9527 -0.3910
H -9.3995 -0.1057 5.8824
H 2.3957 -2.1343 0.2470
H -5.6862 -2.7747 2.4275
H -9.6608 4.8311 6.0525
H -4.1716 3.6480 -0.7736
H -10.4229 2.0108 6.9558
H 1.6605 -2.9100 -3.3778
H 6.0658 -6.1242 -4.3436
H -4.9430 0.0636 1.5604
H -4.1624 2.7271 1.5622
H 14.4047 -1.1367 -1.8401
H -6.2320 -1.9994 0.9485
H 8.9523 -6.2215 -4.6354
H -1.7132 9.2151 -2.9691
H 5.1646 -4.0957 -3.8312

Its HOMO energy is -8.28 eV. The value obtained for the total energy is -4397.9694 a.u.



[2]
Computed, not measured: a molecular structure, C27H58BiN2O7P2Si3 in a non-equilibrium geometry, with ωB97M-V with the def2-TZVPD basis set.

Cartesian coordinates (Å):
Bi -0.5689 -0.2352 -1.3923
P 0.7255 1.0570 1.8358
P 3.0517 1.4466 -0.0965
Si -1.4656 -3.2964 -2.1953
Si -2.9164 -2.1531 0.2854
Si -3.6876 -0.8947 -2.6427
O 4.1366 1.0405 0.9232
O -0.1855 0.2306 0.8607
O 2.4581 0.3170 -0.9109
O -0.2380 1.8541 2.7633
O -0.9882 1.5386 -4.0011
O 1.6781 0.1176 2.6529
O 3.8144 2.4978 -0.9849
N -0.5532 0.4424 -3.7209
N -2.4497 1.3126 -1.3983
C -0.2467 2.7604 3.9909
C -0.7120 -4.4582 -0.9402
C 2.9075 -1.6884 3.6718
C -2.5360 -4.4979 -3.1308
C 1.0191 2.6831 4.7978
C 1.5634 -1.2895 3.1071
C 3.6987 4.5439 -2.3318
C 1.8160 2.2596 0.9998
C 0.4282 -1.3693 4.0893
C 5.8324 -0.4517 0.1550
C -3.2105 3.5354 -1.1496
C -3.5300 -0.5059 1.0316
C -2.3179 -1.7306 -1.5816
C -5.4001 -1.2772 -2.0775
C -1.5519 -2.6717 1.4649
C 3.5391 2.9936 -2.3491
C -4.4107 1.9547 -2.5885
C -3.4971 0.9406 -2.2092
C -0.0917 -3.0542 -3.4841
C -2.2999 2.5423 -0.8639
C -1.4555 2.3398 4.7697
C -3.7094 -0.9501 -4.5375
C 5.6052 0.9210 0.7770
C 4.6511 2.4332 -3.1904
C 6.1119 1.1282 2.1711
C -4.2459 -3.4751 0.1528
C -4.2439 3.2269 -2.0550
H -4.0965 -4.3022 0.8390
H -1.2637 1.3229 5.1744
H -5.4837 -1.0637 -0.9840
H 5.3864 -0.5063 -0.8512
H 5.6912 0.4509 2.9197
H -2.6875 0.0489 1.4750
H 4.5985 2.7779 -4.2479
H -3.5742 -4.6622 -2.6870
H 0.1793 -2.4098 4.1723
H -3.1970 4.4784 -0.6715
H -0.5079 -0.9534 3.7148
H -5.1635 -2.9165 0.5008
H -4.9066 4.0455 -2.2961
H -2.0658 -5.4916 -3.2686
H -4.2272 -0.7674 1.8503
H -2.3826 2.2361 4.1387
H -4.1112 0.1545 0.3758
H -1.4112 -5.0434 -0.3696
H -0.5399 -2.3531 1.1961
H 4.5728 1.3119 -3.2620
H 1.2342 2.9612 0.4631
H -0.0837 -3.9355 -0.1917
H 7.2100 0.9640 2.2007
H 1.3436 1.6972 4.9976
H 2.2929 2.8221 1.8294
H 3.4999 -2.1325 2.8537
H 1.3466 -1.8507 2.1883
H 5.4751 -1.2532 0.8198
H -5.5913 -2.3152 -2.2216
H -4.2188 -1.8923 -4.8107
H 4.7343 4.6785 -2.0202
H -1.4469 2.7304 -0.1739
H -1.8226 -2.2138 2.4416
H 5.9594 2.1502 2.5913
H 6.9170 -0.6139 0.0952
H -1.7218 2.9799 5.6542
H 1.8356 3.1645 4.2644
H 6.0119 1.7587 0.1419
H 0.6894 -3.8246 -3.3026
H 3.5688 4.9896 -3.3469
H -0.0544 -5.1745 -1.4367
H 5.6496 2.6547 -2.7674
H -2.6661 -4.0648 -4.1198
H 0.7480 -0.9731 5.0747
H -4.3924 -0.1266 -4.9002
H -0.4583 -3.3023 -4.4956
H 2.7840 -2.4982 4.4395
H -5.1618 1.7358 -3.3656
H 3.0248 5.0865 -1.6143
H 3.4169 -0.8003 4.1826
H -6.1305 -0.7318 -2.6598
H -2.7426 -0.8823 -5.0842
H -4.4511 -3.8953 -0.8495
H 0.8843 3.0674 5.8021
H -0.3864 3.7410 3.5261
H 0.4034 -2.0676 -3.6292
H 2.4906 2.6398 -2.6056
H -1.5260 -3.7487 1.6424

The net charge is +3. Its HOMO energy (spin up / spin down) is -17.60 / -17.62 eV. The value obtained for the total energy is -3464.7375 a.u.



[3]
Computed, not measured: a molecular structure, C27H58O4Sb in a non-equilibrium geometry, with ωB97M-V with the def2-TZVPD basis set.

Cartesian coordinates (Å):
Sb -0.5234 0.0322 -1.3262
O 5.7714 -5.0539 -1.5051
O -0.0303 -5.0090 -1.9018
O -1.9398 -3.9090 -2.2225
O 0.1901 2.8336 -0.5897
C 0.2129 4.0987 -1.1982
C 0.7735 1.8292 -1.4397
C 0.2669 -0.4945 1.9749
C -0.1476 -1.5248 7.6066
C -0.1677 -0.1940 0.8725
C -0.7709 -4.4189 -2.6559
C 3.2815 -2.5031 -1.1130
C 2.4097 -1.1956 -1.0237
C -4.1587 6.4864 -3.5681
C -2.0662 -2.4666 -2.4547
C 5.6988 -5.0369 -2.9182
C 0.4907 -3.2038 5.7542
C 1.1190 -1.3548 -1.8238
C -1.8088 7.3563 -2.9601
C 4.4980 -5.1892 -0.8701
C 1.8797 -3.5243 6.2982
C -5.3142 8.7009 -3.0430
C -3.0570 6.5965 -2.5130
C 0.0093 -1.7980 6.1096
C 4.4610 -4.2958 0.3734
C -4.6702 7.8208 -4.1102
C -1.0878 6.6971 -4.1316
C -1.9452 -1.6858 -1.1551
C 3.5803 -3.0233 0.2871
C -0.3795 -4.2511 -4.1117
C -2.5332 -2.4022 7.8309
C -1.0963 -2.4728 8.3392
H 2.2337 -1.0255 0.0342
H -0.0448 -5.1984 -4.5089
H -0.7326 -3.5017 8.2691
H 5.4871 -4.0540 0.6285
H -2.7667 5.5862 -2.2104
H -3.0729 -2.3228 -2.8430
H 0.7135 -1.0686 5.6975
H -4.9983 5.9337 -3.1351
H -6.1569 8.1885 -2.5743
H 2.6569 -3.1849 0.8379
H -4.6034 8.9750 -2.2623
H -0.4512 4.1136 -2.0670
H 2.6184 -2.8141 5.9209
H -3.8023 5.8794 -4.4048
H -1.1206 7.4154 -2.1127
H -2.9315 -1.3906 7.9324
H -1.7157 6.6548 -5.0234
H -0.9412 -1.6127 5.6028
H 4.9185 -5.6878 -3.3097
H 1.2370 4.3579 -1.4903
H 0.5978 -0.8355 2.9154
H 0.4213 -3.5192 -4.1568
H 4.0807 -4.9050 1.1927
H 0.8371 2.2210 -2.4565
H -0.1882 7.2588 -4.3903
H -0.7884 5.6790 -3.8779
H -1.2172 -3.8392 -4.6709
H 4.1779 -2.2975 -1.6968
H 6.6589 -5.3901 -3.2875
H 5.5710 -4.0078 -3.2579
H -5.4095 7.6164 -4.8899
H -1.0865 -2.2178 9.4031
H -1.3795 -2.1153 -3.2262
H 3.0013 -0.3902 -1.4486
H -1.8685 1.1092 -0.9417
H 0.5101 -3.2955 4.6656
H 0.7262 -2.3628 -1.7039
H -2.6064 -2.6945 6.7829
H 4.4284 -6.2279 -0.5303
H -2.0634 8.3890 -3.2187
H 0.8332 -1.5648 8.0902
H -3.4581 7.0733 -1.6138
H 1.9045 -3.4935 7.3894
H -1.5211 -2.3567 -0.4107
H -0.1259 4.8184 -0.4554
H 2.6643 -3.2420 -1.6148
H -0.5026 -0.4973 7.7357
H -0.9137 0.1321 -3.0629
H -3.1754 -3.0735 8.4044
H -0.2245 -3.9511 6.1098
H 3.6662 -5.0368 -1.5517
H -3.8583 8.3689 -4.5962
H 4.1105 -2.2312 0.8189
H -5.6896 9.6263 -3.4847
H 1.7862 1.6359 -1.0721
H -2.9149 -1.3483 -0.7993
H 2.1895 -4.5248 5.9916
H 1.3536 -1.1975 -2.8773

The net charge is -1. Its HOMO energy is -3.98 eV. The value obtained for the total energy is -1604.5269 a.u.



[4]
Computed, not measured: 12 unconnected molecules or ions with the total composition C27H59BrI2N22O13 in a non-equilibrium geometry, with ωB97M-V with the def2-TZVPD basis set.

Cartesian coordinates (Å):
I 3.0221 -1.4483 5.1009
I 5.3385 -0.9134 0.5172
Br -3.6837 -3.8237 4.9846
O -5.3715 7.0069 -0.5429
O -4.3441 2.5746 5.7855
O -5.7653 -4.6705 -1.9847
O -5.9255 -3.0464 -5.0982
O -3.6454 5.9850 -5.5105
O -7.2103 -2.4251 2.8512
O 14.0995 -5.2235 -0.6299
O -1.7817 -1.3347 1.1025
O 10.3234 -2.3737 2.8907
O -1.4195 4.1139 -3.2863
O 11.1373 -0.4173 -0.8736
O -1.0517 3.6410 2.0956
O -3.3228 2.6248 -9.1190
N -1.7787 4.7680 -5.9155
N 0.2320 4.4599 -1.7737
N -2.0751 0.8953 -9.8782
N -3.1476 0.7492 -7.8673
N -4.9647 6.2135 -2.6242
N -7.9336 -1.8142 0.7962
N -7.7548 -3.3968 -3.8123
N -2.7209 4.1244 6.0969
N 9.0819 -0.0439 -1.7488
N 11.9590 -2.0410 4.4186
N 12.8526 -3.4774 -1.3496
N -3.2674 5.1803 -7.5944
N 10.0989 -3.2445 4.9670
N 12.9799 -3.9579 0.8778
N -4.7251 4.3212 7.1717
N 9.3089 -0.7627 0.4075
N -9.3300 -2.9138 2.2296
N -1.6324 3.2762 -1.2041
N -4.0908 -3.2869 -1.3594
N -7.9817 -2.6619 -5.9640
N -3.5097 5.7733 -0.9206
N -4.3174 -5.3349 -0.3775
C 1.7691 2.0778 2.5852
C -3.7175 -0.3633 3.6396
C -4.2822 -1.6873 2.9337
C 13.3595 -4.2814 -0.3845
C 10.7653 -2.5421 4.0193
C -4.6625 6.3725 -1.3134
C -3.9551 3.6063 6.3167
C 9.9205 -0.4085 -0.7461
C -7.1407 -3.0364 -4.9655
C -0.9662 3.9604 -2.1593
C -2.4690 0.3175 2.9062
C 0.0972 0.0031 2.0850
C 1.2641 -0.9948 1.9368
C -2.2584 1.7109 3.1750
C 2.7010 -0.4525 2.1407
C -4.7878 -4.4453 -1.2856
C 2.9536 1.0564 2.4665
C -3.3886 -3.0051 3.2014
C -1.4415 -0.4645 1.9367
C 0.3273 1.5301 2.3860
C 5.0980 -3.2495 3.7317
C -2.9418 5.3516 -6.2910
C -8.0999 -2.3868 2.0136
C 4.5218 -1.7385 3.4915
C -0.9901 2.4558 2.5105
C -2.8775 1.4966 -8.9647
C 3.8975 -1.5363 2.0216
H 1.9434 3.1839 2.8383
H -3.2853 -3.0804 -0.7955
H 3.4238 -2.5379 1.7155
H -3.5170 -5.1689 0.2051
H -2.3849 4.9688 6.5231
H -5.6494 3.9688 7.3608
H -4.4131 -1.5167 1.7974
H 13.3352 -4.5318 1.6244
H -7.1628 -3.6831 -3.0436
H 9.2070 -3.6333 4.7076
H -5.3259 -1.8795 3.3953
H -3.3497 -0.6846 4.6892
H -9.4923 -3.3485 3.1233
H 12.3392 -2.1678 5.3390
H 1.0137 -2.0795 1.6909
H 4.8786 -3.9417 2.8439
H 0.7565 4.9769 -2.4605
H -4.4108 -2.6009 -2.0247
H -3.2488 5.8699 0.0470
H -8.6506 -1.7724 0.0952
H 5.3640 -1.0016 3.7490
H -1.1897 4.2454 -6.5376
H 13.1095 -3.6838 -2.3006
H 9.5021 0.2262 -2.6231
H -1.8517 1.4196 -10.7082
H -2.1172 3.6222 5.4672
H -4.1259 5.5991 -7.9116
H -4.3945 5.6978 -3.2744
H -5.8122 6.6442 -2.9541
H -3.7409 1.1622 -7.1656
H -2.2657 -2.7995 3.1077
H -2.7066 4.6645 -8.2484
H 10.4433 -3.3943 5.8978
H -2.9372 2.3093 3.8809
H -7.0324 -1.4113 0.5978
H -2.5284 2.8914 -1.4578
H 12.3723 -3.1886 1.1002
H 0.6163 4.3429 -0.8532
H 4.0203 1.4474 2.6470
H -4.8101 -6.2092 -0.2937
H -1.5018 4.8735 -4.9472
H -10.0736 -2.8930 1.5559
H -2.9151 5.2494 -1.5356
H 4.6025 -3.7128 4.6545
H 6.2216 -3.1913 3.9799
H 9.9032 -1.0407 1.1757
H -4.4264 5.1691 7.6179
H -7.5633 -2.3866 -6.8372
H 8.0822 -0.0302 -1.6641
H -4.5027 0.4503 3.7996
H -8.9813 -2.6461 -5.8765
H -1.6997 -0.0293 -9.7704
H -2.7929 -0.1783 -7.7208
H 12.2427 -2.6976 -1.1670
H -1.2873 3.1347 -0.2703
H -3.6570 -3.7686 2.3763
H 8.3130 -0.7640 0.5366
H -8.7503 -3.3938 -3.6857
H 12.4849 -1.5122 3.7413

Its HOMO energy is -8.87 eV. The value obtained for the total energy is -6416.6154 a.u.



- What is the formula in the second record?
  C27H58BiN2O7P2Si3



- total energy of number 2 (C27H58BiN2O7P2Si3)?
  -3464.7375 a.u.



- The lowest total energy belongs to which entry?
  C27H59BrI2N22O13



- Which of these has the highest total energy?
  C27H58O4Sb